Record 1
14
Properties=species:S:1:pos:R:3 method="wB97M-V/def2-TZVPD" relative_energy_kj_mol=307.9 mol_weight_g_mol=84.118 smiles=O[C@H]1C[C@H]2C[C@H]21 total_charge=0 lumo_ev=1.0669
O -0.849 1.865 -0.165
C -0.750 0.642 0.526
C -1.127 -0.634 -0.288
C 0.311 -1.065 -0.151
C 1.344 -0.045 -0.564
C 0.656 0.001 0.812
H -0.468 1.746 -1.046
H -1.328 0.767 1.441
H -1.511 -0.486 -1.303
H -1.796 -1.293 0.274
H 0.686 -2.070 0.007
H 1.268 1.025 -0.585
H 2.331 -0.477 -0.678
H 1.233 0.026 1.721



Record 2
113
Properties=species:S:1:pos:R:3 method="wB97M-V/def2-TZVPD" mol_weight_g_mol=724.341 total_charge=+1 lumo_ev=-3.5792
C 7.818 -1.631 -2.314
C 6.824 -0.676 -1.623
C 7.190 -0.360 -0.163
C 6.634 1.004 0.248
C 7.581 2.164 -0.058
C 7.000 3.523 0.410
C 6.635 4.465 -0.744
C 5.195 4.304 -1.238
C 4.202 5.069 -0.370
C 2.750 4.893 -0.850
C 1.817 4.565 0.321
C 0.399 4.245 -0.138
C 0.258 2.779 -0.613
C -0.990 2.107 -0.121
N -1.894 1.905 -1.047
N -3.035 1.330 -0.670
C -4.037 1.061 -1.744
N -3.653 1.667 -2.990
C -4.484 1.097 -4.063
C -3.341 0.964 0.574
N -4.525 0.378 0.842
C -5.468 0.859 1.563
C -6.158 0.011 2.573
C -5.965 2.269 1.397
C -2.357 1.158 1.582
Cl -2.727 0.640 3.166
C -1.162 1.726 1.240
P 0.278 2.033 2.471
O 0.311 0.583 3.189
O -0.515 2.920 3.571
H 8.122 -1.246 -3.286
H 8.713 -1.779 -1.712
H 7.365 -2.607 -2.494
H 6.807 0.252 -2.196
H 5.814 -1.083 -1.647
H 8.268 -0.432 -0.015
H 6.729 -1.126 0.467
H 5.687 1.169 -0.276
H 6.417 1.026 1.319
H 8.536 1.999 0.443
H 7.765 2.257 -1.130
H 6.173 3.365 1.106
H 7.781 4.025 0.987
H 6.761 5.496 -0.402
H 7.342 4.313 -1.560
H 5.122 4.670 -2.264
H 4.908 3.249 -1.216
H 4.288 4.695 0.656
H 4.450 6.131 -0.318
H 2.740 4.018 -1.507
H 2.393 5.788 -1.358
H 2.258 3.712 0.841
H 1.821 5.384 1.044
H -0.263 4.366 0.728
H 0.056 4.937 -0.907
H 0.252 2.735 -1.700
H 1.134 2.211 -0.290
H -5.005 1.421 -1.387
H -4.057 -0.019 -1.892
H -3.917 2.646 -2.945
H -5.555 1.180 -3.842
H -4.248 0.043 -4.207
H -4.295 1.621 -4.995
H -5.850 0.413 3.542
H -7.242 0.043 2.486
H -5.784 -1.008 2.519
H -5.164 2.983 1.601
H -6.315 2.369 0.370
H -6.804 2.472 2.056
H 0.494 -0.089 2.507
H -0.773 2.409 4.350
O 0.029 -1.882 1.877
C -0.617 -2.418 1.011
O -1.861 -1.974 0.777
C -2.649 -2.415 -0.345
C -3.387 -3.701 -0.051
C -0.087 -3.618 0.269
H -2.030 -2.486 -1.241
H -3.361 -1.608 -0.514
H -2.703 -4.525 0.141
H -4.023 -3.970 -0.896
H -4.007 -3.593 0.834
H -0.318 -4.511 0.848
H 0.993 -3.516 0.196
H -0.485 -3.731 -0.737
O -4.097 -5.168 2.591
C -5.049 -5.294 3.315
O -6.273 -5.344 2.757
C -7.453 -5.688 3.496
C -8.067 -4.488 4.184
C -4.910 -5.315 4.818
H -7.246 -6.501 4.192
H -8.140 -6.083 2.750
H -7.393 -4.064 4.929
H -8.994 -4.770 4.681
H -8.284 -3.708 3.454
H -4.911 -4.289 5.184
H -3.954 -5.771 5.060
H -5.686 -5.877 5.330
O 3.180 0.640 -2.657
C 2.558 -0.372 -2.823
O 3.223 -1.527 -3.020
C 2.582 -2.805 -3.026
C 2.022 -3.159 -4.388
C 1.045 -0.373 -2.900
H 1.824 -2.859 -2.243
H 3.367 -3.509 -2.754
H 1.242 -2.463 -4.697
H 1.601 -4.165 -4.375
H 2.811 -3.120 -5.138
H 0.747 -0.154 -3.925
H 0.675 0.418 -2.254
H 0.582 -1.306 -2.586



Record 3
53
Properties=species:S:1:pos:R:3 method="wB97M-V/def2-TZVPD" relative_energy_kj_mol=0.0 mol_weight_g_mol=528.123 total_charge=0 lumo_ev=-0.2383
C 0.326 -2.637 1.880
N 1.169 -1.673 1.189
C 1.070 -1.723 -0.273
C 0.602 -0.414 -0.868
C 1.551 0.689 -0.879
C 2.913 0.485 -0.268
C 1.227 1.912 -1.396
B 2.200 3.151 -1.457
N 2.743 3.668 -2.727
O 2.554 3.772 -0.291
C -0.070 2.042 -1.957
N -0.538 3.156 -2.541
S -2.021 2.814 -3.045
N -2.159 1.295 -2.566
C -1.010 0.972 -1.956
C -0.669 -0.286 -1.365
C -1.669 -1.423 -1.319
C -3.131 -1.072 -1.131
C -4.090 -1.840 -1.768
C -5.441 -1.568 -1.613
C -5.842 -0.504 -0.821
C -4.894 0.270 -0.160
C -5.346 1.428 0.694
C -3.551 -0.028 -0.312
H 0.619 -3.678 1.693
H -0.717 -2.494 1.599
H 0.391 -2.461 2.954
H 2.126 -1.769 1.498
H 2.049 -1.976 -0.686
H 0.416 -2.535 -0.583
H 3.597 1.293 -0.517
H 2.806 0.455 0.818
H 3.381 -0.446 -0.581
H 3.152 2.923 -3.282
H 1.981 4.060 -3.273
H 3.464 4.088 -0.326
H -1.575 -1.984 -2.253
H -1.427 -2.118 -0.518
H -3.779 -2.672 -2.388
H -6.190 -2.174 -2.104
H -6.893 -0.267 -0.711
H -6.185 1.114 1.316
H -5.729 2.225 0.054
H -4.550 1.807 1.329
H -2.811 0.576 0.201
Br 5.816 -2.071 5.492
C 5.567 -0.563 4.292
C 4.358 -0.739 3.413
Br 4.684 -2.019 1.982
H 6.483 -0.465 3.719
H 5.442 0.306 4.933
H 4.110 0.196 2.916
H 3.494 -1.099 3.962



Record 4
103
Properties=species:S:1:pos:R:3 method="wB97M-V/def2-TZVPD" relative_energy_kj_mol=2240.6 mol_weight_g_mol=918.399 total_charge=0 lumo_ev=-0.0045
C -7.055 14.912 -16.190
C -5.660 15.511 -15.841
O -5.719 16.872 -16.009
C -4.980 17.688 -15.348
O -4.380 17.521 -14.285
O -5.132 18.972 -15.985
C -4.467 20.007 -15.386
H -7.839 15.585 -15.843
H -7.194 14.105 -15.470
H -7.276 14.461 -17.157
H -4.838 14.968 -16.308
H -5.524 15.251 -14.791
H -4.914 20.969 -15.635
H -3.579 20.000 -16.019
H -4.106 19.956 -14.358
C -8.293 18.701 -19.017
O -7.736 19.468 -19.792
N -7.857 18.299 -17.766
C -8.411 17.074 -17.169
C -6.759 18.918 -17.188
H -9.238 18.159 -19.174
H -8.728 17.397 -16.177
H -7.654 16.292 -17.113
H -9.119 16.638 -17.873
H -5.759 18.756 -17.593
H -6.983 19.976 -17.050
H -6.600 18.646 -16.145
C -10.816 16.874 -19.972
O -11.791 17.061 -19.262
N -10.064 17.984 -20.381
C -10.345 19.375 -20.054
C -9.211 17.638 -21.578
H -10.408 15.944 -20.397
H -10.688 19.526 -19.031
H -11.226 19.628 -20.645
H -9.461 19.932 -20.363
H -9.375 16.785 -22.236
H -9.194 18.455 -22.299
H -8.194 17.481 -21.218
C -8.606 14.707 -18.868
O -9.524 15.497 -19.160
N -7.280 14.809 -19.148
C -6.246 13.948 -18.623
C -6.721 15.952 -19.880
H -8.856 13.675 -18.576
H -5.844 13.381 -19.463
H -6.679 13.233 -17.923
H -5.551 14.334 -17.876
H -5.860 15.670 -20.487
H -7.447 16.429 -20.538
H -6.368 16.589 -19.069
C -8.009 22.481 -19.786
O -8.020 23.524 -19.104
N -8.762 22.041 -20.851
C -8.510 20.698 -21.538
C -9.898 22.816 -21.425
H -7.338 21.618 -19.653
H -7.867 20.945 -22.383
H -9.362 20.174 -21.972
H -7.946 20.049 -20.868
H -10.026 23.862 -21.146
H -9.944 22.806 -22.514
H -10.832 22.327 -21.149
C -12.982 14.683 -16.313
O -12.925 14.045 -17.334
N -12.152 15.793 -16.077
C -12.069 16.374 -14.756
C -11.547 16.608 -17.153
H -13.633 14.469 -15.451
H -11.055 16.671 -14.490
H -12.519 15.689 -14.038
H -12.703 17.255 -14.863
H -10.499 16.332 -17.271
H -12.013 16.461 -18.127
H -11.621 17.690 -17.042
C -8.564 15.529 -13.628
O -9.294 15.659 -14.660
N -7.529 16.380 -13.318
C -6.548 16.117 -12.232
C -7.481 17.634 -13.983
H -8.689 14.697 -12.919
H -7.135 16.284 -11.329
H -5.714 16.784 -12.449
H -6.103 15.123 -12.273
H -7.843 18.377 -13.273
H -6.469 17.945 -14.243
H -8.174 17.730 -14.818
Br -4.705 19.080 -19.139
C -5.149 19.021 -21.042
C -6.293 17.991 -21.233
Br -6.792 17.966 -23.251
H -4.257 18.752 -21.608
H -5.443 20.044 -21.273
H -7.196 18.273 -20.692
H -5.961 16.983 -20.983
Br -4.807 21.644 -20.025
C -5.716 21.069 -18.361
C -6.217 22.206 -17.530
Br -4.826 23.620 -17.341
H -4.969 20.468 -17.842
H -6.502 20.348 -18.583
H -6.576 21.870 -16.558
H -7.132 22.534 -18.022



Record 5
19
Properties=species:S:1:pos:R:3 method="wB97M-V/def2-TZVPD" relative_energy_kj_mol=715.2 mol_weight_g_mol=141.154 total_charge=+1 lumo_ev="-4.8231 / -5.7671"
C -2.861 1.014 0.627
C -1.452 0.788 0.152
C 1.878 -0.850 0.579
C 1.620 -0.921 -0.897
C -0.764 -0.267 -0.393
N -2.926 2.187 1.075
N -0.879 2.000 0.348
N 0.861 -1.273 1.462
N 0.471 -0.013 -1.031
O -1.748 2.798 0.881
H -3.756 0.412 0.496
H 2.790 -1.373 0.759
H 2.269 0.230 0.812
H 2.517 -0.427 -1.387
H 1.487 -1.940 -1.329
H -1.192 -1.285 -0.673
H 0.464 -2.113 1.101
H 0.859 0.821 -0.583
H 0.362 0.212 -2.000



Record 6
44
Properties=species:S:1:pos:R:3 method="wB97M-V/def2-TZVPD" relative_energy_kj_mol=91.5 mol_weight_g_mol=481.747 total_charge=-1 lumo_ev="2.7889 / 2.6802"
Tl -0.262 0.554 -0.432
O 1.079 0.504 1.343
C 1.784 1.394 1.982
C 3.216 1.613 1.674
C 4.104 1.414 2.924
C 3.590 0.353 3.906
C 2.503 0.818 4.884
C 1.138 1.126 4.270
N 1.184 2.008 3.100
H 3.418 2.623 1.274
H 3.502 0.911 0.891
H 4.220 2.362 3.460
H 5.109 1.134 2.595
H 4.440 0.014 4.507
H 3.237 -0.520 3.347
H 2.871 1.708 5.412
H 2.367 0.045 5.648
H 0.484 1.564 5.030
H 0.663 0.203 3.931
H 1.644 2.883 3.331
C 3.232 -7.247 -2.694
C 2.692 -5.964 -2.130
C 2.351 -4.888 -2.949
C 1.820 -3.704 -2.476
C 1.522 -2.604 -3.459
C 1.588 -3.542 -1.065
C 1.046 -2.388 -0.477
O 0.577 -1.357 -1.147
C 1.951 -4.654 -0.218
C 1.754 -4.568 1.271
C 2.478 -5.803 -0.757
H 3.625 -7.096 -3.701
H 2.463 -8.025 -2.760
H 4.038 -7.651 -2.076
H 2.517 -4.976 -4.020
H 1.863 -2.907 -4.451
H 2.013 -1.671 -3.183
H 0.458 -2.369 -3.504
H 1.015 -2.314 0.608
H 0.719 -4.332 1.533
H 2.371 -3.786 1.725
H 2.018 -5.519 1.736
H 2.733 -6.619 -0.084
O -1.829 1.591 -1.033



Number 1: maximum force 2.45 eV Å⁻¹. Number 2: maximum force 1.40 eV Å⁻¹. Number 3: maximum force 0.91 eV Å⁻¹. Number 4: maximum force 9.12 eV Å⁻¹. Number 5: maximum force 3.78 eV Å⁻¹. Number 6: maximum force 2.91 eV Å⁻¹.